# C3H4NP

One molecule with the formula C3H4NP (ωB97M-V/def2-TZVPD, the Open Molecules 2025 dataset).

Values from the calculation:
HOMO-LUMO gap (spin up / spin down) in eV: 6.71 / 6.58
Calculated total energy in eV: -13950.2804
Relative energy (zero: lowest compared OMol25 entry of this formula, charge and spin) in eV: 3.063
Strongest force on any atom in eV Å⁻¹: 2.95
LUMO (spin up / spin down) in eV: -1.60 / -1.82

ORCA input file:
```
! RIJCOSX wB97M-V def2-TZVPD def2/J DEFGRID3
* xyz 0 1
C 0.753 -0.725 0.133
C 0.762 -0.278 -1.121
C -1.033 0.445 0.982
N -0.304 -0.551 0.941
P -1.352 2.034 0.298
H 1.592 -1.249 0.564
H 1.575 -0.337 -1.844
H -1.976 0.456 1.637
H -0.017 0.205 -1.591
*
```

Atomic partial charges in e from the Löwdin method, atoms 1 to 4: atom 1 (C): -0.25, atom 2 (C): 0.01, atom 3 (C): -0.69, atom 4 (N): -0.04